(1)
13
Properties=species:S:1:pos:R:3:forces:R:3:mulliken_charge:R:1 method="wB97M-V/def2-TZVPD" energy_ev=-10282.26765 e_lumo_ev=0.7 e_above_lowest_kcal_mol=58.3 gap_ev=10.476
N 1.353131 0.911106 0.029735 -0.3 0.0 0.1 -0.68
C 0.116961 0.216659 0.254203 -0.1 0.1 -0.2 1.05
O -0.091826 0.103951 1.643621 0.0 -0.2 0.0 -0.59
C -1.133147 0.652947 -0.546801 -0.1 0.4 0.0 -0.66
O -1.330889 -0.706380 -1.000578 0.0 -0.1 -0.1 -0.37
C -0.134911 -1.118538 -0.476191 0.2 -0.5 -0.1 0.25
N 0.379829 -2.246892 -0.659039 -0.1 0.4 0.1 -0.74
H 1.743639 1.144140 0.933301 0.2 -0.1 0.0 0.26
H 1.188659 1.780855 -0.455540 0.1 0.0 -0.1 0.27
H -0.926570 1.308955 -1.399588 0.0 -0.1 0.1 0.32
H -1.978918 1.022890 0.039410 0.2 -0.1 0.0 0.24
H -0.473073 -0.763567 1.837381 0.1 0.2 0.0 0.40
H 1.287116 -2.306126 -0.199912 -0.1 0.0 0.0 0.24

=====

(2)
13
Properties=species:S:1:pos:R:3:forces:R:3:mulliken_charge:R:1 method="wB97M-V/def2-TZVPD" energy_ev=-10280.33943 e_lumo_ev=0.2 e_above_lowest_kcal_mol=102.8 gap_ev=9.706
H -0.699333 -2.625079 0.073585 0.3 0.0 -0.1 0.29
N -1.179233 -1.989301 -0.559690 -0.4 0.6 0.8 -0.59
C -0.631637 -0.859160 -0.663334 3.0 -0.9 -1.9 -0.18
O 0.737400 -0.614733 -0.312349 -2.1 -2.3 0.4 -0.33
C 1.266952 0.642597 -0.477971 -2.7 3.4 0.4 -0.16
O 2.313502 0.869271 0.375496 0.8 -0.5 0.4 -0.51
H -0.985906 -0.171221 -1.433960 -0.2 0.4 0.5 0.51
H 1.619654 0.817816 -1.501840 -0.1 -0.1 0.2 0.26
H 0.352573 1.386705 -0.119479 2.7 -1.3 -1.9 0.37
H 2.019615 0.673854 1.275748 0.0 0.1 -0.1 0.32
C -1.536812 0.492332 1.014236 0.3 3.2 1.3 0.14
N -0.916875 1.486039 0.995319 -1.7 -2.0 0.5 -0.48
H -2.359900 -0.109120 1.334239 0.2 -0.5 -0.3 0.36